C5H6Si | wB97M-V/def2-TZVPD

Last column: natural (NBO) charge in e.
Cartesian coordinates (Å):
C 1.02 -0.65 -0.23  -0.71
H -2.06 1.28 -1.49  0.20
C 1.81 -0.05 0.94  -0.13
C 1.69 0.64 -0.17  -0.17
C -1.81 0.53 0.54  -0.54
H -1.20 -2.43 -0.46  -0.14
Si -0.83 -0.90 -0.22  1.19
H 1.68 -1.67 -0.78  0.17
H 2.13 -0.15 1.93  0.23
H -2.10 1.31 1.28  0.22
C -1.91 0.56 -0.79  -0.52
H 1.56 1.53 -0.56  0.21

- LUMO energy (Eh) = 0.0360
- SMILES = C1=CC1[SiH]1C=C1
- energy (hartree) = -483.38281
- charge = 0
- relative energy (zero: lowest compared OMol25 entry of this formula, charge and spin) (eV) = 3.935